# 1
138
Properties=species:S:1:pos:R:3 method="wB97M-V/def2-TZVPD" total_charge=-1 gap_ha=0.2166 homo_energy_ha=-0.143 mol_weight_g_mol=1266.8 lumo_ev=2.015
H -3.506 3.196 -1.419
H 2.211 -6.493 -4.304
H -4.813 -1.625 4.644
C -4.258 -1.594 3.714
H 4.349 1.173 0.798
H 1.380 3.261 -5.409
C 2.639 1.790 -4.455
H 3.721 -2.202 -1.418
H -3.345 0.631 -5.627
As -0.923 1.383 -1.307
C -0.790 5.228 -1.473
C 4.100 -2.362 2.746
C 1.977 -4.332 -1.100
C -2.796 -1.808 -1.125
C -0.077 4.319 2.361
C -2.356 1.804 -2.593
C 0.679 2.528 0.635
C -3.443 2.639 -2.342
H -2.486 3.136 4.791
H 0.870 -1.495 4.882
C 1.739 0.759 -2.440
H 0.911 1.111 5.552
C -2.005 -1.964 -2.332
H -5.551 -0.202 2.772
H -0.035 8.060 0.232
H -5.226 2.191 -5.192
H -5.834 -2.381 -2.573
N 1.877 -3.450 0.004
H 0.264 -2.419 -5.383
C 0.975 0.195 3.536
C -2.599 -3.199 4.602
H 4.230 2.281 3.233
C 2.664 -3.544 0.992
H -3.009 1.133 3.578
H 4.099 -1.499 3.407
C 0.468 2.400 -3.674
C -1.649 3.500 0.626
H -1.456 4.869 -2.255
C 0.957 -5.243 -1.401
H -5.290 3.451 -3.062
C -2.618 -2.238 -3.579
H -0.613 -0.522 4.795
C 0.053 7.013 -0.040
H 0.787 3.857 -1.722
C 0.174 4.232 -0.905
C 1.156 4.796 0.187
C -2.344 -2.324 2.364
C -0.766 -3.765 3.198
C -1.428 4.209 1.723
H 1.650 6.649 1.275
H -0.430 2.994 -3.794
C 2.511 1.913 4.463
C 3.523 -4.756 1.266
C -2.351 1.080 -3.786
H -1.073 -4.587 5.175
C -0.227 -5.418 -0.496
C -3.972 -0.810 1.446
C 1.465 1.120 4.620
H 1.177 -1.984 -3.089
S 2.702 3.517 2.160
H -0.206 -1.616 3.480
H -2.247 4.657 2.268
H 3.337 -5.111 2.283
C 1.484 2.552 -4.597
C -1.765 -2.390 -4.695
H -2.666 3.385 0.279
H -2.487 7.035 -2.156
N -0.660 -1.889 -2.213
H 4.586 -4.523 1.198
C -4.173 -1.989 -1.282
C 3.136 -4.966 -3.111
H -4.479 -2.564 -4.634
H -0.654 -4.459 -0.207
H 1.497 2.396 -0.089
C -0.513 2.995 -0.224
N 1.958 -1.449 1.978
C -4.668 -0.821 2.668
Cd 0.076 -1.180 0.059
C 3.196 1.930 3.151
C 0.108 -2.057 -3.261
N -1.177 -3.000 2.220
C 0.559 1.511 -2.597
N -1.719 7.450 -1.651
H 3.979 -4.841 -3.782
H 3.451 1.891 -5.166
C -0.411 -2.303 -4.545
C 2.145 -5.886 -3.410
C 2.757 0.911 -3.400
C -2.833 -1.563 1.242
N -2.144 -1.618 0.048
H -3.146 -3.255 5.537
H 4.185 -3.275 3.339
C 2.829 -2.374 1.931
C -4.463 2.785 -3.275
C 0.072 0.977 2.465
C 4.291 0.342 1.502
H 4.844 -3.477 -0.927
C 2.169 -0.271 2.724
H 3.658 0.323 -3.277
C -4.431 2.075 -4.465
C -4.020 -2.366 -3.673
C -1.729 2.694 4.158
C 0.209 -0.937 4.211
H -4.319 -0.167 0.648
H 2.822 2.614 5.226
C 3.073 -4.181 -1.966
C 4.153 -3.160 -1.713
O 2.887 4.579 3.135
H 2.180 4.673 -0.168
C -3.373 1.211 -4.712
H 0.158 5.355 2.596
C -4.758 -2.257 -2.527
S -0.210 3.583 4.065
N 0.799 1.412 1.500
C -0.856 6.497 -1.075
H 0.054 -5.931 0.426
H -2.048 8.140 -0.993
H -4.812 -1.947 -0.414
C 3.167 0.591 2.463
C -1.458 -3.922 4.412
H 0.272 -6.717 -2.780
C 1.063 -6.012 -2.555
N -1.260 0.922 2.552
H -1.528 0.408 -3.999
H 5.247 0.298 2.040
O 3.615 3.473 1.028
S 2.118 -0.329 -1.111
H 4.162 -0.573 0.930
H 4.982 -2.302 2.103
H 3.292 -5.554 0.564
C -3.082 -2.364 3.575
C 1.014 3.809 1.394
H -1.001 -6.006 -0.987
C -2.001 1.540 3.467
H -2.208 -2.572 -5.668
H 0.176 -4.279 3.042
H 4.739 -3.009 -2.619
C 0.972 6.243 0.530

---

# 2
161
Properties=species:S:1:pos:R:3 method="wB97M-V/def2-TZVPD" gap_ha=0.2700 homo_energy_ha=-0.309 mol_weight_g_mol=1485.1 lumo_ev=-1.073
H -4.353 -1.462 -5.118
H 6.719 -3.302 3.784
C -5.726 -6.661 0.610
C 4.618 -3.020 4.612
O 9.242 0.652 6.520
C 0.975 -1.449 -0.390
H -0.997 4.077 -8.727
C -8.127 2.529 3.154
O 11.965 2.322 -0.672
C -15.204 2.333 -1.014
C 1.491 0.962 0.481
H -0.236 2.454 0.114
H -9.429 4.225 2.929
O -6.283 -0.547 1.133
C 11.584 2.527 1.593
H 11.684 2.880 4.963
C -0.663 -3.301 -2.218
H 0.106 2.228 -9.947
O -13.612 4.478 3.126
N -13.100 3.609 2.435
C 0.786 -3.833 1.975
C -4.971 -3.833 1.573
H 3.186 -4.674 5.112
C -8.374 2.238 0.389
H -6.825 3.024 -2.835
C 9.900 2.609 3.793
H 1.336 0.685 -3.776
N 2.143 -3.125 4.049
H -9.641 3.972 0.477
C -4.237 -6.208 0.655
O -7.050 0.155 -0.766
H 1.968 0.980 -8.898
H 5.146 -3.522 5.513
C 8.937 0.398 -4.248
H 9.780 2.267 0.424
H 0.075 -3.943 4.157
O 6.696 -0.687 0.000
C 7.245 -0.004 -2.578
H -4.310 3.248 -2.568
H -4.615 3.555 -4.352
Br 2.560 2.214 1.614
H 9.241 2.634 4.654
H 8.731 0.903 8.910
H 6.821 0.483 -4.628
H -2.978 -2.120 -6.289
O 8.791 -0.752 0.542
H 7.199 0.961 10.840
C 9.595 -0.131 -1.989
P 2.187 0.058 -2.779
C 1.047 -4.026 3.540
C 10.208 2.400 1.411
H 2.725 1.042 -1.892
C -7.600 1.345 1.129
O -12.029 3.071 2.680
O 0.881 -2.123 -5.347
C 5.429 0.699 9.647
H -6.865 0.799 3.092
C -1.811 -4.640 -0.156
H 9.206 0.636 -5.272
H -6.027 1.308 -2.536
H 1.778 -3.702 1.395
O -0.070 -2.679 1.657
H -6.580 1.854 -4.258
C 1.485 1.788 -8.358
H -13.585 0.949 -1.307
C 1.275 3.151 -6.389
C -3.257 -1.426 -5.430
C 9.935 0.181 -3.301
H -0.264 4.673 -6.451
O -1.751 -5.171 -3.617
H 4.759 0.717 10.502
H 0.858 2.114 -1.323
H 8.295 2.335 2.389
C 7.595 0.310 -3.887
C -15.725 3.353 -0.222
C 7.664 0.801 8.748
C 0.232 3.864 -6.977
H -8.476 2.138 -0.686
H -6.019 -7.698 0.242
C 1.809 -0.428 0.532
H -3.451 -6.980 0.331
H -7.309 -3.588 1.836
H -3.070 -2.299 -3.291
H -8.007 -6.045 0.972
C 5.766 0.509 7.268
Br 3.254 -1.010 1.741
H 3.841 0.437 8.220
H 2.727 1.560 -6.627
H 10.382 -0.297 -1.262
H 0.309 -4.807 1.568
H 3.582 -4.611 3.274
C -9.031 3.275 1.043
O -2.421 -4.340 1.123
C -3.813 1.195 -5.173
N 1.703 3.483 -5.029
N 8.039 0.574 6.314
C 1.910 2.116 -7.075
O 7.536 0.443 5.206
H -15.749 1.997 -1.890
C -15.034 3.780 0.907
C 7.138 0.634 7.468
H 5.320 -3.429 2.527
S 3.566 -0.898 -3.813
C 0.346 1.619 -0.412
H 1.422 -5.111 3.693
C -0.812 -3.519 -0.694
H -2.650 -4.731 -0.949
H -0.434 0.876 -0.805
H 1.804 -2.822 4.983
H 10.979 0.253 -3.588
H -1.958 -0.902 -3.695
C 0.277 -2.212 -2.829
H 6.196 -0.073 -2.311
C 3.374 -3.972 4.213
C -3.799 -4.769 1.115
H -16.672 3.812 -0.484
C -13.821 3.179 1.235
H 13.193 2.809 3.015
H 5.351 0.385 6.275
O 4.134 -1.730 5.113
O -3.709 1.649 -3.832
C -6.908 -5.716 1.023
C 0.439 2.491 -8.947
H -12.341 1.695 0.685
H -15.453 4.573 1.518
N -1.310 -2.881 -4.473
C -6.471 -4.292 1.530
C 8.249 -0.227 -1.637
C 5.716 -2.851 3.450
C 0.035 -2.557 0.225
C 11.275 2.746 3.967
H -4.778 -2.771 1.928
C -7.469 1.487 2.509
C 1.118 -1.255 -1.948
C -0.184 3.530 -8.261
H -2.774 0.179 -6.944
N -6.927 0.237 0.449
C 4.911 0.540 8.365
H -1.725 0.318 -5.450
C -13.288 2.164 0.440
C -13.987 1.742 -0.686
N 7.885 -0.580 -0.263
C 0.088 -2.346 -4.411
H 4.553 -0.996 4.617
O -4.707 1.618 -5.973
C 12.123 2.705 2.866
O 1.103 4.372 -4.442
C 6.802 0.834 9.839
H -1.242 -5.644 -0.126
O 2.634 2.846 -4.554
H 5.861 -1.772 3.106
C -8.910 3.417 2.422
C -2.387 -1.885 -4.129
C -2.799 0.098 -5.794
N 12.475 2.460 0.432
O 13.679 2.542 0.632
C -6.149 2.205 -3.255
C -4.634 2.730 -3.551
C -1.345 -4.002 -3.480
C 9.367 2.440 2.518
H -8.035 2.647 4.228